No. 1
Molecular formula: C6H8
Method: DFT, ωB97M-V with the def2-TZVPD basis set

```
14
Properties=species:S:1:pos:R:3:mulliken_charge:R:1
C -1.83196 0.04675 -0.30716 -1.179
C -0.45904 0.03671 0.44803 0.594
C 0.37984 -1.11178 0.16628 -0.713
C 1.62168 -0.79050 -0.14102 -0.460
C 1.73945 0.69373 -0.15467 -0.393
C 0.53995 1.17894 0.17956 -0.580
H -1.65207 -0.01808 -1.36874 0.356
H -2.37397 -0.94230 -0.10505 0.288
H -2.59580 0.84795 -0.05139 0.303
H -0.67990 0.11234 1.54390 0.239
H 0.12123 -2.11211 0.20584 0.433
H 2.43160 -1.49429 -0.12035 0.397
H 2.57381 1.29112 -0.49085 0.415
H 0.18517 2.26152 0.19561 0.301
```

Summary:
LUMO: 1.047 eV
SMILES: CC1C=CC=C1
2S+1: 1
DFT total energy: -6350.1864 eV

=====

No. 2
Molecular formula: C16H16NO
Method: DFT, ωB97M-V with the def2-TZVPD basis set

```
34
Properties=species:S:1:pos:R:3:mulliken_charge:R:1
C 3.06182 0.66145 2.05633 -0.720
O 1.70720 1.04961 1.70897 -0.327
C 0.80273 0.26440 0.96034 -0.609
C -0.54934 0.48308 1.59331 0.341
C -1.44923 -0.56847 1.81776 -0.416
C -2.81612 -0.28994 2.02969 -0.492
C -3.26458 1.02447 2.12591 -0.417
C -2.32992 2.06246 2.11150 -0.514
C -0.96016 1.79789 1.92543 -0.413
H 3.57602 1.60438 2.19556 0.272
H 3.07919 0.13452 3.01765 0.271
H 3.53701 0.06610 1.23920 0.327
H 1.04223 -0.77768 0.90385 0.546
H -1.11073 -1.56001 1.62264 0.435
H -3.54141 -1.11240 1.96163 0.369
H -4.32400 1.24116 2.09125 0.393
H -2.67697 3.10344 2.10899 0.350
H -0.24923 2.59130 1.82876 0.490
C 0.90611 0.65567 -0.57947 0.896
C 2.27334 0.52417 -1.07504 -1.061
N 2.33264 -0.40725 -2.04824 0.113
C 1.05695 -0.93007 -2.32519 -0.413
C 0.15376 -0.32342 -1.44953 0.558
C -1.17631 -0.56368 -1.58360 -0.233
C -1.60631 -1.51706 -2.52309 -0.659
C -0.67309 -2.22492 -3.34455 -0.672
C 0.66142 -1.90574 -3.23379 -0.546
H 0.41606 1.61436 -0.35273 0.579
H 3.12030 1.18089 -0.85224 0.593
H 3.17985 -0.67618 -2.53924 0.282
H -1.85469 0.01447 -0.97361 0.505
H -2.67064 -1.73228 -2.60398 0.408
H -1.06546 -3.00666 -3.99366 0.415
H 1.41153 -2.47805 -3.82079 0.348
```

Summary:
LUMO: -4.820 eV
net charge: +1
SMILES: CO[C@@H](c1ccccc1)[C@H]1C=[NH+]c2ccccc21
2S+1: 1
DFT total energy: -20381.2828 eV

=====

No. 3
Molecular formula: C6H11Br
Method: DFT, ωB97M-V with the def2-TZVPD basis set

```
18
Properties=species:S:1:pos:R:3:mulliken_charge:R:1
C -0.84755 -0.96321 -0.69520 -0.796
C -0.40498 -0.09587 0.50650 1.057
C 0.37593 -0.12153 -0.83781 0.215
C 0.26678 -0.80653 1.67623 -1.182
C -1.12970 1.15508 0.81299 -1.231
C 0.96770 0.99196 -1.63372 -0.900
Br 2.26646 -2.47922 -0.67082 -0.472
H -0.59299 -1.96538 -0.55984 0.291
H -1.73767 -0.65916 -1.43720 0.247
H -0.53386 -0.99548 2.36082 0.502
H 1.19373 -0.27240 1.92894 0.279
H 0.59447 -1.78054 1.13847 0.165
H -1.24678 1.20327 1.95765 0.359
H -2.12472 1.08479 0.32431 0.305
H -0.49278 1.94660 0.35791 0.242
H 0.41938 1.89373 -1.30990 0.324
H 0.93092 0.80679 -2.67536 0.329
H 2.09568 1.05709 -1.24398 0.266
```

Summary:
LUMO (spin up / spin down): -1.740 / -1.737 eV
2S+1: 1
DFT total energy: -76438.8393 eV

=====

No. 4
Molecular formula: C19H21BrInN4OS4
Method: DFT, ωB97M-V with the def2-TZVPD basis set

```
51
Properties=species:S:1:pos:R:3:mulliken_charge:R:1
In -0.26332 0.02490 0.98773 0.913
C -5.79049 0.93744 3.77295 -1.073
C -5.18299 -0.45833 3.84714 -0.413
N -3.73903 -0.44779 3.96374 -0.162
C -2.89220 -0.24462 2.92342 0.392
S -1.20906 -0.28905 3.32792 -0.509
N -3.47955 -0.04334 1.76141 -1.006
N -2.63758 0.14122 0.71572 0.458
C -3.15226 0.32180 -0.44438 0.658
C -4.62528 0.34251 -0.71247 -1.582
C -2.20875 0.52100 -1.56890 0.364
C -2.64627 0.79746 -2.85992 -0.819
C -1.70517 0.98161 -3.86138 -0.493
C -0.35895 0.88929 -3.55535 -0.820
C -0.00395 0.61393 -2.24390 -0.057
N -0.90755 0.42926 -1.29239 0.225
H -6.87654 0.87940 3.67304 0.317
H -5.38728 1.46763 2.91132 0.286
H -5.55696 1.51038 4.67164 0.319
H -5.45412 -1.02830 2.95740 0.249
H -5.56988 -0.99468 4.71563 0.408
H -3.30732 -0.61258 4.85461 0.202
H -5.16463 0.13620 0.20580 0.321
H -4.88643 -0.40766 -1.46226 0.350
H -4.93206 1.31815 -1.09688 0.341
H -3.70198 0.86784 -3.07780 0.407
H -2.02626 1.19756 -4.87276 0.391
H 0.41116 1.02249 -4.30148 0.482
H 1.03461 0.52886 -1.95351 0.362
S 3.22333 3.08273 1.36676 -0.354
C 1.96680 2.00050 1.26165 0.223
S 0.33934 2.50178 0.89032 -0.393
S 2.20096 0.27502 1.44111 -0.366
Br -0.23580 -2.45151 0.12296 -0.574
C 3.05027 -2.48248 -2.07228 -1.370
C 3.55374 -1.05935 -2.08815 0.753
O 3.00758 -0.20860 -2.76024 -0.621
C 4.75156 -0.72255 -1.26327 0.468
C 4.92776 0.59150 -0.84157 -0.353
C 6.02647 0.93489 -0.07307 -0.558
C 6.96646 -0.02951 0.26378 -0.406
C 6.79404 -1.34450 -0.14753 -0.628
C 5.68165 -1.69261 -0.89770 -0.247
H 2.11169 -2.53384 -2.61745 0.316
H 2.89229 -2.82030 -1.04783 0.349
H 3.78721 -3.13657 -2.54440 0.409
H 4.17348 1.33098 -1.07403 0.515
H 6.11787 1.94817 0.29285 0.322
H 7.82456 0.23951 0.86761 0.364
H 7.51710 -2.10187 0.12914 0.369
H 5.54172 -2.72398 -1.19478 0.267
```

Summary:
LUMO: 2.269 eV
net charge: -1
2S+1: 1
DFT total energy: -146614.9153 eV

=====

No. 5
Molecular formula: C34H85MgN5O4
Method: DFT, ωB97M-V with the def2-TZVPD basis set

```
129
Properties=species:S:1:pos:R:3:mulliken_charge:R:1
Mg 2.68976 -3.44834 -4.54109 1.124
C 1.17418 -1.39281 -0.46703 -0.399
O 1.87844 -2.17043 -1.41836 -0.390
H 1.57612 -0.38082 -0.51629 0.186
H 0.10376 -1.38940 -0.67265 0.254
H 1.37104 -1.72317 0.55286 0.224
C 4.19820 -0.30465 3.68444 -1.586
C 5.70528 -0.20875 3.43199 -0.053
C 6.22981 -1.17499 2.37393 -0.697
N 7.80898 -1.10464 2.19257 -0.060
C 8.25008 -2.23140 1.23016 -0.565
C 7.81413 -1.90911 -0.18545 -0.585
C 8.29565 -0.51916 -0.71160 -0.787
C 7.95435 0.58660 0.26619 -0.445
C 8.44082 0.25662 1.76262 -0.711
C 8.41746 -1.43075 3.62028 -1.009
H 3.91554 0.21655 4.59909 0.414
H 3.69540 -1.25376 3.87015 0.395
H 3.55629 0.11686 2.91089 0.339
H 6.19743 -0.34292 4.39526 0.315
H 6.01054 0.81764 3.22838 0.217
H 5.68048 -1.05473 1.44018 0.390
H 5.86520 -2.15753 2.67357 0.395
H 7.76199 -3.15763 1.53344 0.376
H 9.33992 -2.23261 1.24816 0.426
H 6.73794 -1.99698 -0.33443 0.293
H 8.20075 -2.68130 -0.85055 0.433
H 7.84120 -0.29514 -1.67669 0.372
H 9.37848 -0.54763 -0.83320 0.340
H 6.86920 0.62926 0.17267 0.193
H 8.30705 1.55849 -0.07896 0.446
H 7.98928 0.94712 2.47495 0.447
H 9.51560 0.20444 1.93643 0.454
H 9.46840 -1.71093 3.54867 0.417
H 7.74661 -2.13112 4.11782 0.387
H 8.40722 -0.55445 4.26842 0.451
C -5.02416 0.74154 -0.36812 -1.372
C -4.83445 1.29329 -1.79501 -0.324
C -4.33150 2.76773 -1.92864 -0.655
N -4.24210 3.34060 -3.38158 0.174
C -5.75459 3.75634 -3.67612 -0.768
C -6.13419 5.10200 -2.88664 -0.643
C -5.23783 6.22345 -3.21936 -0.688
C -3.80285 5.75254 -2.63241 -0.624
C -3.26959 4.58446 -3.40159 -0.582
C -3.87922 2.28340 -4.47897 -0.981
H -5.25115 -0.32446 -0.38349 0.363
H -5.64310 1.39612 0.24549 0.375
H -4.04824 0.80443 0.11327 0.340
H -5.78743 1.17759 -2.31127 0.258
H -4.11304 0.70876 -2.36598 0.343
H -3.31307 2.78001 -1.54040 0.403
H -4.91204 3.42712 -1.28345 0.345
H -6.30783 2.83886 -3.47550 0.522
H -5.76219 3.86767 -4.76040 0.511
H -6.25404 5.00445 -1.80765 0.292
H -7.14518 5.35902 -3.20274 0.379
H -5.43572 7.18085 -2.73735 0.377
H -5.17278 6.43230 -4.28718 0.322
H -3.88415 5.52676 -1.56915 0.302
H -3.14632 6.61986 -2.70173 0.415
H -2.32063 4.25577 -2.97787 0.367
H -3.18077 4.82983 -4.45989 0.401
H -3.50619 2.76369 -5.38354 0.339
H -4.71142 1.61198 -4.69046 0.397
H -3.01450 1.67163 -4.22188 0.413
C -7.39753 -5.33085 -5.88385 -0.719
N -6.00125 -5.36569 -6.46723 -0.251
C -5.43560 -6.82333 -6.61171 -0.844
C -6.06065 -4.72446 -7.78736 -0.905
C -5.00665 -4.48057 -5.55906 -0.517
C -4.55045 -5.04001 -4.19719 -0.453
O -5.69184 -4.85594 -3.28149 -0.556
H -7.96854 -6.03157 -6.49297 0.387
H -7.79915 -4.31754 -5.88621 0.345
H -7.05132 -5.74102 -4.93517 0.375
H -5.44611 -7.33186 -5.64767 0.399
H -4.43117 -6.73351 -7.02540 0.345
H -6.09578 -7.30468 -7.33321 0.400
H -6.43608 -3.73281 -7.53476 0.437
H -6.84821 -5.09652 -8.44266 0.374
H -5.12756 -4.78348 -8.34766 0.377
H -5.43446 -3.48140 -5.47713 0.391
H -4.11035 -4.24712 -6.13374 0.436
H -3.67426 -4.48519 -3.86164 0.317
H -4.29254 -6.09811 -4.24203 0.308
H -5.91060 -5.67369 -2.82870 0.351
C 3.52288 7.48854 1.96115 -0.843
N 4.14535 6.23538 1.18660 -0.252
C 5.66745 6.43217 1.28326 -0.843
C 3.69782 4.98938 1.92180 -0.897
C 3.61721 6.33510 -0.25299 -0.504
C 4.00934 5.20479 -1.15482 -0.549
O 5.40305 5.08513 -1.28347 -0.480
H 3.71565 8.43578 1.45748 0.367
H 3.85336 7.37176 2.99325 0.396
H 2.44214 7.36735 1.88754 0.447
H 5.82359 7.25145 0.58147 0.360
H 6.03537 5.45195 0.98010 0.385
H 5.88702 6.54074 2.34538 0.403
H 4.20195 4.06955 1.62538 0.366
H 2.63407 4.92996 1.69155 0.383
H 3.76951 5.11051 3.00267 0.381
H 3.88945 7.27186 -0.73928 0.419
H 2.54046 6.48303 -0.17034 0.455
H 3.35444 5.15044 -2.02445 0.475
H 3.70222 4.25994 -0.70644 0.228
H 5.68169 4.56935 -2.04369 0.302
C -2.08100 -2.46028 6.36554 -0.858
N -2.46417 -3.92753 6.22950 -0.180
C -3.46319 -3.90967 5.09206 -0.960
C -1.23912 -4.69963 5.71309 -0.827
C -3.21250 -4.54935 7.42799 -0.472
C -2.46058 -4.81827 8.72312 -0.604
O -2.02675 -3.60300 9.23127 -0.471
H -2.96022 -1.83834 6.53369 0.360
H -1.49587 -2.18454 5.48823 0.388
H -1.33399 -2.49211 7.15867 0.440
H -4.30588 -3.27853 5.37423 0.422
H -3.84643 -4.91565 4.92106 0.405
H -2.90695 -3.52307 4.23810 0.434
H -1.13343 -4.38784 4.67399 0.334
H -1.37467 -5.76982 5.86937 0.361
H -0.45219 -4.50290 6.44121 0.434
H -3.74818 -5.45054 7.12964 0.362
H -3.92565 -3.74720 7.61792 0.443
H -1.57348 -5.43063 8.56132 0.271
H -2.94034 -5.32690 9.55931 0.389
H -2.85168 -3.14498 9.40818 0.331
```

Summary:
LUMO: -16.113 eV
net charge: +6
2S+1: 1
DFT total energy: -57653.5158 eV

=====

No. 6
Molecular formula: C21H55BFN3NbO2S
Method: DFT, ωB97M-V with the def2-TZVPD basis set

```
85
Properties=species:S:1:pos:R:3:mulliken_charge:R:1
C 1.66608 4.77601 5.28282 -0.857
C 1.21325 4.65981 3.69630 -0.298
C -0.38823 5.04275 3.44740 -0.600
C -1.22412 3.64454 3.67119 0.200
O -2.66329 3.74024 3.38054 -0.777
Nb -3.36203 1.70756 3.41708 0.039
F -2.63780 1.51578 1.43457 -0.672
C -5.39393 2.29294 2.52536 -0.834
C -6.30228 3.26048 3.48980 -0.562
C -6.83301 2.53645 4.87672 -0.116
S -6.51241 3.69362 6.31528 -0.285
B -4.02920 -0.46979 3.56529 0.477
O -5.50485 -0.70726 3.72021 -0.540
N -3.14301 -1.70161 3.55720 0.034
C -1.74835 -1.42369 3.04109 -0.582
C -2.92514 -2.21859 4.98297 -0.840
H 0.83747 5.31213 5.94024 0.241
H 2.72088 5.30604 5.39973 0.269
H 1.80688 3.66706 5.66815 0.207
H 1.87767 5.36448 3.02409 0.323
H 1.32241 3.53845 3.36571 0.173
H -0.68898 5.77518 4.31090 0.258
H -0.54527 5.46220 2.36567 0.250
H -0.77294 2.85582 2.92702 0.050
H -0.97964 3.26640 4.75813 0.269
H -1.74087 1.24034 4.16415 0.005
H -4.05238 2.03074 5.08014 0.094
H -5.14233 2.84481 1.49822 0.321
H -6.06009 1.36236 2.21426 0.318
H -5.80928 4.31622 3.72113 0.382
H -7.28931 3.51811 2.86987 0.204
H -6.32808 1.50443 5.10601 -0.045
H -8.00888 2.34822 4.82070 0.353
H -7.09628 3.04754 7.44742 0.098
H -5.70515 -0.70582 4.71576 0.238
H -1.28713 -2.48658 2.75252 0.302
H -1.03967 -1.00143 3.90213 0.177
H -1.71003 -0.78706 2.05661 0.004
H -2.03764 -3.01021 4.93231 0.266
H -2.55662 -1.34230 5.67001 0.260
H -3.93579 -2.68086 5.35895 0.234
C 0.35088 -1.09119 -4.04443 -1.471
C 0.71659 -1.22725 -2.56910 -0.286
N 1.25286 -0.00077 -1.96933 0.248
C 1.83850 -0.21616 -0.64216 -0.959
C 0.89861 -0.65614 0.47849 -0.484
C 0.42111 1.19735 -2.09309 -0.786
C -0.98755 1.14498 -1.50932 -0.567
H 1.20785 -0.75598 -4.63725 0.291
H 0.03089 -2.06222 -4.43685 0.430
H -0.47658 -0.39199 -4.19887 0.359
H 1.48100 -2.01252 -2.50457 0.392
H -0.15718 -1.59509 -2.02233 0.184
H 2.36430 0.69313 -0.32466 0.371
H 2.62760 -0.97326 -0.73788 0.284
H 0.29119 0.17237 0.84372 -0.092
H 1.48975 -1.01384 1.32943 0.501
H 0.23924 -1.47376 0.17713 0.276
H 0.33815 1.45135 -3.15661 0.334
H 0.94939 2.05606 -1.65705 0.353
H -1.50112 0.20587 -1.73121 0.229
H -1.59180 1.95395 -1.93272 0.424
H -0.97899 1.29022 -0.42673 -0.075
C 6.30380 -4.17284 -7.58085 -1.418
C 5.95141 -4.01582 -6.10437 -0.315
N 5.12093 -2.84359 -5.80813 0.099
C 5.01210 -2.56176 -4.37304 -0.684
C 4.30457 -3.59957 -3.50403 -0.783
C 3.86945 -2.73074 -6.55890 -0.650
C 2.86545 -3.87318 -6.43782 -0.869
H 6.80592 -3.28008 -7.96694 0.326
H 6.98305 -5.02204 -7.71032 0.430
H 5.41960 -4.37015 -8.19461 0.296
H 6.90087 -3.91916 -5.56186 0.427
H 5.48326 -4.94088 -5.75391 0.259
H 4.52383 -1.58964 -4.22926 0.366
H 6.02622 -2.42373 -3.97612 0.359
H 3.22214 -3.55911 -3.62853 -0.009
H 4.50931 -3.38986 -2.44781 0.402
H 4.64689 -4.61803 -3.70312 0.314
H 4.11411 -2.60549 -7.62048 0.359
H 3.36584 -1.79188 -6.29153 0.292
H 3.33929 -4.85725 -6.48246 0.268
H 2.14680 -3.82063 -7.26220 0.378
H 2.28984 -3.80516 -5.51195 0.155
```

Summary:
LUMO: 2.208 eV
net charge: -1
2S+1: 1
DFT total energy: -47007.9944 eV

=====

No. 7
Molecular formula: C5H14IPSi
Method: DFT, ωB97M-V with the def2-TZVPD basis set

```
22
Properties=species:S:1:pos:R:3:mulliken_charge:R:1
C -1.50663 2.10258 -0.52287 -1.308
C 0.80583 0.40854 -1.76425 -1.008
C -1.96236 -0.85910 -1.35050 -1.372
C -0.51477 -0.41775 1.26508 -1.353
C 3.23427 -0.61202 2.04208 -0.901
Si -0.68904 0.32891 -0.58078 0.588
P 1.46878 -0.89146 1.88214 0.356
I 1.36333 -2.96325 0.59185 -0.054
H -1.20926 2.61019 0.32497 0.371
H -1.35465 2.63887 -1.43096 0.378
H -2.54552 2.02659 -0.54720 0.385
H 0.64521 1.23180 -2.47364 0.300
H 1.79846 0.69283 -1.24750 0.273
H 0.99828 -0.50861 -2.27193 0.336
H -2.94912 -0.74795 -1.00096 0.444
H -2.09732 -0.76605 -2.40196 0.390
H -1.85093 -1.84310 -1.08504 0.416
H -0.95238 -1.30164 1.31405 0.570
H -0.91437 0.29125 1.89247 0.544
H 3.44949 -0.11962 2.94320 0.303
H 3.73345 0.11674 1.33585 0.238
H 1.04927 -1.41775 3.08589 0.105
```

Summary:
LUMO: 0.074 eV
SMILES: C=[P@H](I)C[Si](C)(C)C
2S+1: 1
DFT total energy: -30676.5106 eV

=====

No. 8
Molecular formula: C7H16
Method: DFT, ωB97M-V with the def2-TZVPD basis set

```
23
Properties=species:S:1:pos:R:3:mulliken_charge:R:1
C 2.60256 -1.48405 -0.09503 -0.342
C 3.17519 -0.32165 0.03550 -0.417
C 0.13879 2.42791 -0.36134 -1.123
C -0.50539 1.47468 0.54005 -0.066
C -1.09757 0.35097 -0.16358 -0.454
C -1.46257 -0.84853 0.61679 -0.362
C -2.06807 -1.80756 -0.40153 -1.205
H 1.73958 -1.63397 -0.74403 0.194
H 2.87660 -2.41434 0.59693 0.179
H 3.24305 0.58253 -0.67683 0.244
H 3.92073 -0.22230 1.01818 0.145
H 0.50448 1.87572 -1.38054 0.211
H -0.64917 3.34907 -0.49223 0.274
H 0.94169 3.04666 0.07357 0.338
H -1.45979 1.73483 0.91168 0.315
H 0.27309 1.08007 1.28677 0.226
H -2.09326 0.89164 -0.44216 0.142
H -0.69141 -0.14265 -1.37277 0.140
H -2.03549 -0.53853 1.64831 0.269
H -0.68741 -1.23559 1.29682 0.348
H -1.27591 -2.14041 -1.15365 0.270
H -2.51965 -2.78399 -0.00713 0.329
H -2.87006 -1.24050 -0.73376 0.346
```

Summary:
LUMO: 1.176 eV
2S+1: 1
DFT total energy: -7513.4404 eV